Record 1
29
Properties=species:S:1:pos:R:3:mulliken_charge:R:1 method="wB97M-V/def2-TZVPD" charge=0 lumo_ha=-0.023 orbital_gap_ev=8.0 de_lowest_kcal_mol=11.5 e_tot_ha=-2181.5563 e_homo_ev=-8.64
Sc 0.29 1.08 -1.53 0.9405
O 0.22 5.33 2.46 -0.5250
C 0.41 4.21 3.10 0.4802
O 0.56 4.15 4.30 -0.5785
C 0.43 2.94 2.30 0.4264
C 0.56 1.70 2.87 -0.4110
N 0.55 0.79 1.89 -0.0301
N 0.43 1.36 0.69 -0.2458
C 0.35 2.68 0.92 -0.2534
C 0.17 3.59 -0.28 1.0347
O 0.01 4.79 -0.11 -0.7155
O 0.18 2.98 -1.42 -0.7258
H 0.14 5.22 1.48 0.4694
H 0.65 1.44 3.92 0.5209
H 0.62 -0.21 1.97 0.1574
O 2.60 -2.11 -1.43 -0.6020
C 1.51 -1.62 -1.63 0.6909
O 1.37 -0.31 -1.84 -0.5183
C 0.26 -2.45 -1.63 0.3776
C 0.49 -3.83 -1.57 -0.5920
C -0.53 -4.74 -1.56 -0.5505
C -1.85 -4.29 -1.58 -0.4832
C -2.10 -2.93 -1.63 -0.7396
C -1.07 -1.99 -1.66 0.6017
S -1.66 -0.30 -1.73 -0.3382
H 1.53 -4.14 -1.55 0.4332
H -0.32 -5.80 -1.53 0.3910
H -2.67 -4.99 -1.57 0.3665
H -3.12 -2.56 -1.65 0.4189



Record 2
32
Properties=species:S:1:pos:R:3:mulliken_charge:R:1 method="wB97M-V/def2-TZVPD" charge=+1 lumo_ha=-0.201 orbital_gap_ev=6.4 de_lowest_kcal_mol=3.8 e_tot_ha=-5677.6365 e_homo_ev=-11.92
Ir 0.56 -0.66 -1.11 0.4238
Cl 0.48 -2.94 0.25 -0.2060
C 1.17 -1.73 1.31 0.9597
C 1.12 -0.45 0.78 -0.7488
C 1.49 0.60 1.60 0.7991
Cl 1.32 2.22 1.06 -0.1455
C 2.00 0.34 2.87 -0.1812
Cl 2.52 1.64 3.86 -0.1395
C 2.09 -0.97 3.36 0.6109
Cl 2.71 -1.28 4.92 -0.1354
C 1.64 -2.04 2.57 -0.4670
Cl 1.66 -3.65 3.13 -0.1500
F 0.92 0.88 -3.39 -0.2475
C 1.09 1.01 -2.04 0.4135
F 0.50 2.17 -1.71 -0.1699
F 2.40 1.19 -1.80 -0.1925
C -4.65 -2.07 -2.22 -0.9258
N -4.27 -0.67 -2.42 0.1250
C -5.16 0.32 -2.74 -0.2657
C -4.45 1.47 -2.84 -0.4212
N -3.14 1.16 -2.60 0.0346
C -2.07 2.15 -2.62 -0.8615
C -3.03 -0.15 -2.34 0.1878
Se -1.57 -1.39 -1.93 -0.1722
H -5.72 -2.15 -2.35 0.2962
H -4.37 -2.39 -1.22 0.3812
H -4.16 -2.71 -2.95 0.3757
H -6.21 0.13 -2.86 0.4282
H -4.76 2.47 -3.07 0.4131
H -2.52 3.12 -2.86 0.2546
H -1.33 1.90 -3.39 0.3043
H -1.60 2.20 -1.66 0.4220



Record 3
33
Properties=species:S:1:pos:R:3:lowdin_spin:R:1 method="wB97M-V/def2-TZVPD" charge=+2 spin_multiplicity=5 lumo_ha="-0.213 / -0.362" orbital_gap_ev="9.2 / 5.7" e_tot_ha=-3628.8390 e_homo_ev="-14.97 / -15.51"
Pt 0.09 0.56 -0.20 1.2917
Cl 2.07 -4.96 -4.39 0.1358
C 2.00 -3.70 -3.28 0.2296
C 0.73 -3.16 -2.91 0.0406
Cl -0.69 -3.81 -3.58 0.0125
C 0.68 -2.13 -2.01 0.0829
Cl -0.83 -1.47 -1.52 0.1346
C 1.86 -1.56 -1.43 0.1295
O 1.83 -0.61 -0.61 0.2677
C 3.12 -2.14 -1.81 0.1273
Cl 4.52 -1.49 -1.12 0.0520
C 3.19 -3.18 -2.72 -0.0114
Cl 4.70 -3.84 -3.16 -0.0147
N -1.43 1.92 -0.27 0.2352
C -2.29 2.70 -0.33 0.0297
N -3.22 3.57 -0.23 0.2823
C -4.00 4.08 -1.09 0.0741
N -4.71 4.61 -1.88 0.4304
C 2.97 1.76 1.55 0.0030
N 2.95 0.44 2.16 0.0273
C 4.19 -0.23 2.58 0.0030
C 3.70 -1.60 3.09 0.0028
N 2.26 -1.50 2.89 0.0208
C 1.91 -0.33 2.37 0.0531
S 0.24 0.10 2.13 0.3535
H 3.81 2.31 1.97 0.0000
H 2.06 2.29 1.78 0.0008
H 3.10 1.68 0.47 0.0012
H 4.67 0.36 3.36 0.0010
H 4.87 -0.31 1.73 0.0012
H 3.94 -1.76 4.14 0.0006
H 4.11 -2.43 2.50 0.0011
H 1.58 -2.18 3.21 0.0010



Record 4
23
Properties=species:S:1:pos:R:3:lowdin_spin:R:1 method="wB97M-V/def2-TZVPD" charge=0 spin_multiplicity=3 lumo_ha="0.023 / -0.089" orbital_gap_ev="5.9 / 6.4" e_tot_ha=-3423.3509 e_homo_ev="-5.30 / -8.87"
C -3.65 0.66 -1.00 0.0101
C -2.47 0.94 -1.60 -0.0001
C -3.65 0.38 0.39 -0.0012
C 3.53 -1.51 -0.23 0.4456
C 2.22 -1.74 -0.71 0.0506
C 3.80 -0.49 0.66 0.1772
C -1.26 0.99 -0.86 0.0131
C -2.53 0.51 1.14 0.0118
C 1.20 -1.07 -0.29 0.2058
C 2.79 0.30 1.20 0.1946
C -1.32 0.87 0.52 0.0190
C 1.46 0.21 0.79 0.4911
F -0.07 -1.33 -0.65 0.0454
Cl 3.02 1.46 2.40 0.0342
Se 0.16 1.15 1.79 0.2748
H -4.55 0.69 -1.56 0.0007
H -2.48 1.10 -2.83 0.0001
H -4.51 0.13 0.99 -0.0003
H 4.41 -2.02 -0.70 0.0231
H 2.06 -2.55 -1.33 -0.0053
H 4.74 -0.36 1.21 0.0046
H -0.44 1.42 -1.52 0.0003
H -2.48 0.28 2.16 0.0049



Record 5
34
Properties=species:S:1:pos:R:3:mulliken_charge:R:1 method="wB97M-V/def2-TZVPD" charge=-1 lumo_ha=0.055 orbital_gap_ev=6.2 de_lowest_kcal_mol=1.2 e_tot_ha=-12210.7190 e_homo_ev=-4.71
Os -0.67 -0.25 0.14 1.1699
S -0.70 -1.96 -1.37 -0.5265
C -2.35 -2.09 -1.86 0.5757
C -2.65 -3.03 -2.90 -0.0743
N -2.86 -3.79 -3.74 -0.5054
C -3.32 -1.35 -1.26 0.3485
S -2.92 -0.22 0.01 -0.4626
C -4.70 -1.49 -1.63 -0.0651
N -5.81 -1.57 -1.91 -0.5202
C -1.22 2.12 -2.29 -1.0302
C 0.18 1.82 -1.90 0.4437
N 0.54 0.96 -0.97 -0.1555
C 1.92 0.88 -0.83 -0.2957
C 2.61 1.67 -1.68 -0.1906
S 1.53 2.57 -2.65 -0.2268
C 2.35 -0.05 0.19 -0.2876
C 3.59 -0.38 0.64 -0.3089
S 3.45 -1.54 1.88 -0.1644
C 1.74 -1.55 1.72 0.4320
N 1.31 -0.73 0.80 0.4000
C 0.86 -2.38 2.59 -1.0712
H -1.86 2.06 -1.41 0.1937
H -1.58 1.37 -3.00 0.2337
H -1.29 3.11 -2.74 0.4359
H 3.68 1.78 -1.76 0.4494
H 4.54 0.02 0.33 0.4291
H 1.12 -3.44 2.52 0.3458
H -0.17 -2.24 2.27 0.1954
H 0.96 -2.04 3.62 0.2409
Se -0.89 3.65 5.33 -0.5594
Sb 0.46 2.32 3.90 0.5597
Se -0.87 1.63 1.81 -0.0701
Se 0.80 3.32 1.54 -0.3771
Se 2.21 0.85 4.59 -0.5618



Record 6
34
Properties=species:S:1:pos:R:3:lowdin_spin:R:1 method="wB97M-V/def2-TZVPD" charge=+1 spin_multiplicity=3 lumo_ha="-0.145 / -0.226" orbital_gap_ev="7.8 / 6.0" de_lowest_kcal_mol=22.4 e_tot_ha=-3070.2075 e_homo_ev="-11.70 / -12.18"
Au 0.09 -0.01 -1.76 0.3169
C 4.80 -0.52 -0.58 0.0010
N 3.74 -0.43 0.42 0.0110
C 3.91 0.05 1.70 0.0060
C 2.71 0.02 2.30 0.0084
N 1.79 -0.49 1.38 0.0097
C 2.45 -0.75 0.21 0.0054
S 1.97 -1.44 -1.29 0.1570
C 0.40 -0.64 1.70 0.0016
C -0.01 -0.58 3.03 0.0005
C -1.36 -0.70 3.30 0.0006
C -2.25 -0.88 2.25 0.0013
C -1.74 -0.94 0.97 0.0032
N -0.44 -0.82 0.70 0.0165
H 5.74 -0.28 -0.09 0.0000
H 4.61 0.18 -1.39 0.0001
H 4.85 -1.53 -0.98 0.0008
H 4.86 0.37 2.07 0.0003
H 2.43 0.34 3.28 0.0005
H 0.69 -0.47 3.84 0.0001
H -1.71 -0.65 4.32 0.0000
H -3.31 -0.98 2.42 0.0001
H -2.40 -1.09 0.13 0.0026
O -2.37 -0.77 -2.45 0.5826
N -3.08 -0.29 -3.31 0.4380
C -4.29 0.15 -3.24 0.0325
C -4.94 0.17 -1.96 0.0150
N -5.40 0.18 -0.90 -0.0152
C -4.92 0.65 -4.42 0.0012
N -5.44 1.07 -5.36 -0.0192
Cl 0.39 3.29 -3.28 0.0638
Si -0.26 2.29 -1.66 0.2111
Cl -2.26 2.59 -1.38 0.0944
Cl 0.75 2.91 0.01 0.0523